1:
Below is a 2-piece molecular cluster, CH6P2 overall, with properties calculated with wB97M-V/def2-TZVPD.

Last column: Löwdin charge in e.
Atoms and positions in Å:
C -0.26087 -0.58412 -0.67282  -0.620
P -1.29710 0.61161 0.09295  0.597
P 1.89614 0.17535 0.29975  0.656
H -0.10389 -0.82699 -1.76822  0.020
H -0.30791 -1.45290 0.01375  -0.025
H -2.53393 -0.05836 0.23354  -0.136
H -0.99174 -0.13416 1.27719  -0.099
H 1.28889 1.16803 1.17810  -0.178
H 2.31040 1.10154 -0.65424  -0.215

- HOMO level: -0.3239 hartree
- 2S+1: 1
- Kohn-Sham gap: 8.71 eV


2:
Below is a 2-piece molecular cluster, CH6P2 overall, with properties calculated with wB97M-V/def2-TZVPD.

Last column: Löwdin charge in e.
Atoms and positions in Å:
C -0.17921 -0.31983 -0.03510  -0.996
P 1.00951 0.62007 -1.00707  0.641
P -0.15251 0.01497 1.70210  0.654
H -0.35857 -1.45395 -0.18070  0.033
H -1.67163 0.32421 -0.43988  0.165
H 2.19524 -0.30825 -0.80521  -0.072
H 1.12167 0.04039 -2.27908  -0.149
H -1.48854 -0.19820 1.66311  -0.135
H -0.47596 1.28059 1.38183  -0.142

- HOMO level: -0.3437 hartree
- 2S+1: 1
- Kohn-Sham gap: 9.63 eV


Which of them is the most stable, and which is the least stable? 1 and 2, in that order.


1:
Below is a 2-piece molecular cluster, C4H7P overall, with properties calculated with wB97M-V/def2-TZVPD.

Last column: Löwdin charge in e.
Atoms and positions in Å:
C 0.06995 -0.61492 -2.49431  -0.365
C -0.59358 1.01984 1.11388  -0.230
C -0.61304 -0.38487 1.61163  -0.189
C -0.41100 -0.10170 0.14650  -0.471
P -1.20976 -0.39081 -1.43589  0.856
H -0.31528 -0.72020 -3.55098  0.004
H 0.99107 -0.47484 -1.99911  -0.099
H -1.35917 1.72547 1.16057  0.071
H 0.18009 1.72411 1.43719  0.095
H 0.14576 -0.86754 2.15984  0.070
H -1.55249 -0.90611 2.04379  0.127
H 2.09383 0.37014 -0.34515  0.131

- HOMO level (alpha / beta): -0.3457 / -0.3007 hartree
- 2S+1: 1
- Kohn-Sham gap (alpha / beta): 9.00 / 7.54 eV


2:
Below is the molecule C4H7P, with properties calculated with wB97M-V/def2-TZVPD.

Last column: Löwdin charge in e.
Atoms and positions in Å:
C -1.19251 -0.08183 -0.93688  -0.295
C -0.79871 -1.20502 -1.25032  0.106
C -0.82958 0.95350 0.23620  -0.413
C 1.52797 -0.67950 0.91772  -0.373
P 1.00526 0.94019 0.65646  0.748
H -1.95282 0.41899 -1.35285  0.041
H -0.11354 -2.01204 -1.33748  0.028
H -1.11653 2.04186 0.16675  0.068
H -1.50340 0.69036 1.07752  0.067
H 1.00233 -1.36872 1.66272  0.017
H 2.64698 -1.01552 0.91511  0.024
H 1.32458 1.31773 -0.75493  -0.018

- HOMO level (alpha / beta): -0.2947 / -0.2761 hartree
- 2S+1: 1
- Kohn-Sham gap (alpha / beta): 7.90 / 7.68 eV


Which of them is the most stable, and which is the least stable? 2 and 1, in that order.


1:
Below is a 2-piece molecular cluster, CH8N2O overall, with properties calculated with wB97M-V/def2-TZVPD.

Last column: Löwdin charge in e.
Atoms and positions in Å:
N -1.69217 0.65551 -1.20662  0.256
C -0.63710 0.39900 -0.14951  -0.257
N 0.45697 -0.42770 -0.51299  0.152
H -1.35329 0.33900 -2.10005  0.117
H -2.46252 0.16518 -0.82177  0.103
H -1.15307 0.08851 0.84828  0.191
H -0.20916 1.35836 0.14645  0.137
H 1.15822 -0.28038 -1.23004  0.141
H 0.19070 -1.39925 -0.77575  0.143
H 1.94761 -0.65729 1.30393  -0.016
H 1.61915 -0.29673 2.61767  0.055
O 2.13465 0.05579 1.88041  -0.024

- HOMO level (alpha / beta): -0.5611 / -0.5544 hartree
- Charge: +1
- 2S+1: 2
- Kohn-Sham gap (alpha / beta): 11.54 / 5.79 eV


2:
Below is a 2-piece molecular cluster, CH8N2O overall, with properties calculated with wB97M-V/def2-TZVPD.

Last column: Löwdin charge in e.
Atoms and positions in Å:
N -0.81642 -1.66676 -0.46632  0.197
C 0.32521 -1.13318 0.28376  -0.283
N 1.07467 -0.15359 -0.42000  0.269
H -1.40754 -0.91337 -0.85623  0.132
H -0.63013 -2.25693 -1.27210  0.122
H -0.13793 -0.68203 1.20491  0.152
H 0.84841 -1.99241 0.77590  0.163
H 1.97394 -0.44440 -0.72177  0.136
H 0.58683 0.66697 -0.65516  0.109
H -0.29267 2.24654 0.99990  0.002
H -0.81725 3.20823 0.08706  0.035
O -0.70712 3.12094 1.04006  -0.034

- HOMO level (alpha / beta): -0.5564 / -0.5563 hartree
- Charge: +1
- 2S+1: 2
- Kohn-Sham gap (alpha / beta): 11.12 / 5.96 eV


Which of them is the most stable, and which is the least stable? 2 and 1, in that order.


1:
Below is the molecule C4H7FS, with properties calculated with wB97M-V/def2-TZVPD.

Last column: Löwdin charge in e.
Atoms and positions in Å:
C 0.32158 0.78871 -0.80698  -0.330
C 0.43363 -0.83648 -1.01795  -0.212
C -0.07950 -1.53602 0.16184  -0.465
C -0.46782 0.89864 0.54112  -0.504
H 1.36092 1.20878 -0.83727  0.147
H 1.45174 -1.18801 -1.11479  0.097
H -0.09322 -1.08120 -1.97700  0.128
H -1.14625 -1.78265 0.14542  0.080
H 0.49718 -2.43763 0.35234  0.077
H -1.54595 0.59225 0.32509  0.105
H -0.47175 1.91701 0.89904  0.077
F -0.40987 1.38829 -1.82476  -0.040
S 0.14931 -0.35077 1.58511  0.840

- HOMO level: -0.3247 hartree
- 2S+1: 1
- Kohn-Sham gap: 9.79 eV


2:
Below is a 2-piece molecular cluster, C4H7FS overall, with properties calculated with wB97M-V/def2-TZVPD.

Last column: Löwdin charge in e.
Atoms and positions in Å:
C -1.28808 -0.95986 -0.05655  -0.287
C 0.08806 -0.67715 0.54443  -0.778
C 0.23298 0.83128 0.46050  -0.285
C 1.48097 0.78419 -0.55605  -0.375
H -1.24550 -2.09657 -0.43488  0.146
H -2.16426 -0.89886 0.75091  0.146
H -0.28700 -1.08025 1.65189  0.164
H 0.44599 1.48760 1.39791  0.107
H -0.85892 1.31622 -0.65450  0.263
H 2.42240 1.31853 0.05837  0.109
H 1.36346 1.15743 -1.73963  0.112
F -1.60082 0.03233 -0.96878  -0.129
S 1.41071 -1.21490 -0.45363  0.807

- HOMO level: -0.3203 hartree
- 2S+1: 1
- Kohn-Sham gap: 9.28 eV


3:
Below is the molecule C4H7FS, with properties calculated with wB97M-V/def2-TZVPD.

Last column: Löwdin charge in e.
Atoms and positions in Å:
C -0.84712 1.04239 -0.45688  -0.101
C -0.24507 -0.24102 -0.03249  -0.739
C 0.89245 -0.13456 1.02331  -0.073
C 1.23647 -0.42708 -0.40479  -0.385
H -1.25897 1.51430 0.40553  0.076
H -0.22879 1.74062 -1.01392  0.087
H -1.66277 0.90977 -1.15204  0.074
H -2.24341 -1.06355 0.22392  -0.166
H 1.13845 -1.04539 1.64937  0.130
H 1.11434 0.85533 1.43902  0.107
H 1.66889 0.30304 -1.12231  0.157
F 1.63330 -1.66526 -0.54089  0.024
S -1.19776 -1.78859 -0.01782  0.809

- HOMO level: -0.3228 hartree
- 2S+1: 1
- Kohn-Sham gap: 9.68 eV


4:
Below is the molecule C4H7FS, with properties calculated with wB97M-V/def2-TZVPD.

Last column: Löwdin charge in e.
Atoms and positions in Å:
C 0.51599 1.43809 -0.10621  -0.054
C 0.32685 0.00886 0.18419  -0.383
C -0.98943 -0.52361 0.62079  -0.550
C 1.25159 -0.92312 0.02738  -0.129
H 1.60760 1.69888 -0.15855  0.096
H 0.03880 1.64794 -1.06803  0.085
H 0.13923 1.99777 0.76986  0.095
H -1.31275 -0.09568 1.54323  0.064
H -0.78169 -1.54996 0.64039  0.042
H -1.86517 -0.94059 -1.45129  -0.134
H 1.11313 -2.00697 0.05608  0.130
F 2.35639 -0.53478 -0.59652  0.020
S -2.40055 -0.21685 -0.46132  0.719

- HOMO level: -0.3392 hartree
- 2S+1: 1
- Kohn-Sham gap: 10.08 eV


Which of them is the most stable, and which is the least stable? 1 and 2, in that order.